Entry 1:
C7H6ClNO2S | the ωB97M-V functional and the def2-TZVPD basis

Results
* multiplicity: 1
* LUMO (spin up / spin down): -1.42 / -1.42 eV
* net charge: 0

```
18
C7H6ClNO2S | OMol25 | the ωB97M-V functional and the def2-TZVPD basis
C -1.313 1.162 -0.490
C -0.627 2.429 -0.092
C -0.700 0.829 -1.952
C 0.604 -0.037 0.631
C -0.587 0.004 0.033
C 1.194 -1.173 1.287
C 0.841 -2.501 0.729
N 0.559 1.351 -1.903
O -1.127 0.033 -2.724
O 1.951 -0.945 2.193
S 0.819 2.519 -0.900
Cl -1.348 3.422 1.056
H -2.316 1.263 -0.421
H 1.126 0.939 0.640
H -1.185 -0.842 0.075
H 0.486 -2.236 -0.228
H 1.610 -3.207 0.842
H 0.013 -3.011 1.224
```



Entry 2:
C2HCl3FN | the ωB97M-V functional and the def2-TZVPD basis

Results
* multiplicity: 1
* LUMO: 0.32 eV
* net charge: 0

```
8
C2HCl3FN | OMol25 | the ωB97M-V functional and the def2-TZVPD basis
C 0.150 0.461 0.826
C -0.213 1.182 -0.226
N 0.417 -2.038 -0.737
F 0.305 0.896 2.064
Cl 0.788 -1.345 0.633
Cl -0.346 0.505 -1.791
Cl -0.625 2.865 -0.136
H -0.477 -2.526 -0.634
```



Entry 3:
C55H72As2BrN3O7P2W | the ωB97M-V functional and the def2-TZVPD basis

Results
* multiplicity: 1
* LUMO: -10.76 eV
* net charge: +4

```
143
C55H72As2BrN3O7P2W | OMol25 | the ωB97M-V functional and the def2-TZVPD basis
W -0.395 -0.128 0.404
N -0.444 0.808 -1.836
C 0.281 -0.047 -2.737
C 0.834 0.344 -3.909
C 1.357 -0.629 -4.806
C 1.231 -1.954 -4.535
C 0.614 -2.373 -3.328
C 0.251 -3.696 -3.045
C -0.530 -3.929 -1.955
C -0.811 -2.883 -1.069
N -0.351 -1.687 -1.215
C 0.222 -1.397 -2.403
H -0.192 1.770 -2.010
H -1.402 0.762 -2.127
H 0.835 1.392 -4.196
H 1.796 -0.308 -5.744
H 1.561 -2.700 -5.254
H 0.522 -4.506 -3.723
H -0.934 -4.916 -1.755
H -1.470 -3.024 -0.238
C -0.510 1.020 6.281
C -0.741 0.477 4.892
C -1.876 -0.286 4.574
C -2.050 -0.817 3.307
C -1.047 -0.563 2.417
Br -2.119 1.901 0.932
N -0.038 0.178 2.677
C 0.163 0.719 3.870
H -1.207 1.838 6.490
H 0.504 1.395 6.411
H -0.696 0.249 7.029
H -2.641 -0.451 5.328
H -2.926 -1.396 3.042
H 1.037 1.338 4.017
C 5.883 1.110 1.781
C 4.497 0.520 1.772
C 3.776 0.820 3.065
O 3.708 1.169 0.691
P 2.941 0.573 -0.526
O 1.698 -0.255 -0.207
C 2.512 2.159 -1.262
P 1.227 2.903 -0.213
O 0.608 1.757 0.553
O 0.170 3.540 -1.167
C 0.447 4.705 -2.072
C 0.412 4.197 -3.491
C -0.598 5.761 -1.809
O 1.973 3.949 0.614
C 1.646 4.762 1.849
C 0.598 5.795 1.540
C 1.262 3.833 2.968
O 3.820 -0.344 -1.394
C 5.037 -0.092 -2.265
C 4.596 -0.203 -3.698
C 5.739 1.215 -1.968
H 6.407 0.758 2.673
H 5.827 2.201 1.821
H 6.478 0.818 0.915
H 4.536 -0.549 1.558
H 3.910 1.876 3.316
H 4.201 0.233 3.880
H 2.716 0.610 2.974
H 2.177 2.050 -2.295
H 3.414 2.779 -1.241
H 1.445 5.078 -1.836
H -0.570 3.777 -3.733
H 1.193 3.452 -3.679
H 0.594 5.029 -4.174
H -1.602 5.322 -1.844
H -0.526 6.528 -2.583
H -0.467 6.246 -0.847
H 2.594 5.238 2.053
H -0.344 5.324 1.246
H 0.936 6.481 0.763
H 0.420 6.383 2.441
H 0.263 3.423 2.798
H 1.254 4.396 3.904
H 1.986 3.021 3.051
H 5.672 -0.931 -2.011
H 3.948 0.635 -3.978
H 4.073 -1.143 -3.878
H 5.480 -0.176 -4.339
H 5.216 2.065 -2.417
H 6.732 1.176 -2.416
H 5.865 1.392 -0.902
O -2.154 -0.768 0.180
As -3.564 -0.296 -0.815
C -3.939 1.220 -1.971
C -5.112 0.950 -2.675
C -5.622 1.923 -3.518
C -4.964 3.144 -3.654
C -3.809 3.399 -2.927
C -3.285 2.434 -2.073
C -5.041 -0.326 0.368
C -5.693 0.877 0.609
C -6.802 0.883 1.439
C -7.248 -0.302 2.016
C -6.565 -1.492 1.796
C -5.452 -1.510 0.974
C -3.653 -1.679 -2.146
C -3.104 -1.427 -3.402
C -3.104 -2.426 -4.367
C -3.662 -3.670 -4.083
C -4.242 -3.906 -2.842
C -4.229 -2.919 -1.867
H -5.637 0.014 -2.561
H -6.542 1.729 -4.059
H -5.364 3.900 -4.319
H -3.322 4.365 -3.006
H -2.414 2.663 -1.470
H -5.345 1.800 0.165
H -7.316 1.816 1.634
H -8.133 -0.299 2.641
H -6.902 -2.408 2.266
H -4.924 -2.439 0.818
H -2.745 -0.441 -3.667
H -2.688 -2.223 -5.349
H -3.669 -4.450 -4.839
H -4.721 -4.858 -2.637
H -4.709 -3.106 -0.918
C -0.525 -3.584 2.081
As 0.832 -2.328 1.462
C 1.902 -3.379 0.227
C 2.004 -2.516 3.075
C 2.232 -3.944 3.379
C 3.337 -4.606 2.854
C 3.631 -5.904 3.239
C 2.815 -6.556 4.152
C 1.720 -5.901 4.694
C 1.426 -4.605 4.301
H -0.165 -4.591 1.918
H -1.484 -3.448 1.592
H -0.669 -3.421 3.142
H 1.702 -4.426 0.399
H 2.944 -3.167 0.438
H 1.711 -3.117 -0.807
H 1.508 -1.989 3.883
H 2.912 -2.007 2.819
H 4.008 -4.087 2.174
H 4.500 -6.406 2.837
H 3.041 -7.573 4.451
H 1.099 -6.398 5.429
H 0.583 -4.089 4.755
```



Entry 4:
C2H2BrClO2S | the ωB97M-V functional and the def2-TZVPD basis

Results
* multiplicity: 1
* LUMO: -0.56 eV
* net charge: 0

```
9
C2H2BrClO2S | OMol25 | the ωB97M-V functional and the def2-TZVPD basis
C 1.367 -0.433 0.137
C -2.195 0.358 -0.457
O 0.640 2.144 0.091
O -1.041 0.295 0.074
S 0.402 1.015 -0.738
Cl 0.506 -1.894 -0.593
Br -3.451 -0.628 0.645
H 2.403 -0.591 -0.352
H 1.369 -0.266 1.192
```



Entry 5:
Cl5O24PbS | the ωB97M-V functional and the def2-TZVPD basis

Results
* multiplicity: 1
* LUMO: 10.03 eV
* net charge: -5

```
31
Cl5O24PbS | OMol25 | the ωB97M-V functional and the def2-TZVPD basis
Pb -0.085 0.956 0.689
Cl -4.056 1.160 1.331
O -4.468 0.087 0.537
O -4.496 0.988 2.699
O -2.600 1.181 1.251
O -4.821 2.278 0.850
Cl -1.544 -2.955 -0.215
O -1.007 -1.734 0.143
O -2.935 -2.905 -0.005
O -0.966 -3.347 -1.465
O -1.146 -3.921 0.794
Cl -1.464 1.162 -2.946
O -2.177 1.927 -3.907
O -0.216 1.209 -3.489
O -1.325 1.674 -1.561
O -1.820 -0.237 -2.863
Cl 2.842 3.627 -0.022
O 4.089 2.870 0.283
O 2.970 4.086 -1.357
O 1.697 2.764 -0.083
O 2.743 4.685 0.809
Cl 1.721 -1.796 3.093
O 2.915 -1.653 3.795
O 0.763 -2.197 4.040
O 1.403 -0.736 2.275
O 2.007 -2.891 2.257
S 2.349 -1.245 -1.323
O 1.428 -0.441 -0.634
O 2.228 -1.089 -2.757
O 3.700 -0.878 -1.131
O 2.272 -2.630 -1.088
```



> multiplicity of number 2 (C2HCl3FN)?

1



> net charge of number 3 (C55H72As2BrN3O7P2W)?

+4